Entry 1:
{
  "formula": "C3H11NO2",
  "method": "ωB97M-V/def2-TZVPD",
  "elements": ["O", "O", "N", "C", "C", "C", "H", "H", "H", "H", "H", "H", "H", "H", "H", "H", "H"],
  "coordinates": [[-0.99026, -1.03765, -1.08476], [-0.05304, 2.76082, -5.11701], [0.39327, -1.02510, 3.21929], [-0.12889, -0.11579, -0.37275], [-0.37735, -0.06624, 1.09697], [0.12356, -1.28382, 1.83782], [0.88983, -0.48794, -0.52124], [0.97974, -1.72822, 1.32188], [0.13613, 0.79536, 1.55285], [-0.43338, -1.29109, -1.82582], [0.78317, -1.75813, 3.78824], [-0.24442, 0.83337, -0.87685], [-1.41982, 0.15900, 1.33552], [-0.50306, 3.02808, -4.31080], [0.92682, -0.21961, 3.50570], [-0.65084, -2.03873, 1.76646], [0.56852, 3.47568, -5.31551]],
  "atomic_forces_ev_per_a": [[0.38, 0.11, 0.56], [0.22, 0.16, -0.11], [-0.23, 0.38, 1.66], [0.14, -0.63, -0.86], [-0.09, 0.89, 0.95], [0.05, -0.77, -0.31], [0.18, 0.36, 0.01], [0.24, 0.20, -0.28], [0.20, 0.02, -0.53], [-0.42, -0.29, -0.21], [-0.25, -0.62, -0.42], [0.12, 0.59, 0.20], [-0.13, -0.34, -0.15], [0.01, 0.05, 0.01], [-0.01, 0.44, -0.81], [-0.17, -0.33, 0.17], [-0.23, -0.22, 0.11]],
  "lumo_energy_ev": 0.7,
  "homo_lumo_gap_ev": 9.7,
  "smiles": "NCCCO.O"
}

***

Entry 2:
{
  "formula": "C3H11NO2",
  "method": "ωB97M-V/def2-TZVPD",
  "elements": ["O", "O", "N", "C", "C", "C", "H", "H", "H", "H", "H", "H", "H", "H", "H", "H", "H"],
  "coordinates": [[-0.52620, 1.96600, -1.84413], [0.71756, -2.07966, 1.37868], [1.59620, -0.01534, 1.77953], [1.75201, -1.17967, 0.94528], [-1.09555, 0.76440, -1.68586], [-2.30640, 0.65929, -0.68038], [-1.41980, 0.08199, -2.53597], [2.77724, -1.52556, 0.95668], [-0.15135, 0.14860, -1.26325], [-3.19054, 0.72880, -1.28750], [1.58576, -0.91208, -0.08281], [0.79496, -3.04995, 1.26178], [-1.06716, 2.67912, -1.49279], [0.67716, 0.51184, 1.58571], [1.71608, -0.27583, 2.76947], [-2.29565, -0.35250, -0.23065], [-2.23128, 1.51809, 0.11193]],
  "atomic_forces_ev_per_a": [[0.31, 2.34, -1.05], [0.39, 1.25, 0.10], [-2.83, -0.95, 0.73], [-0.56, -1.24, -1.39], [0.53, -4.83, 2.48], [1.80, 1.08, 0.41], [0.60, 1.62, 0.01], [0.31, -0.45, 0.60], [-1.88, 0.44, -0.48], [-0.66, 0.36, 0.17], [-0.40, 0.30, -0.48], [0.94, 0.64, 0.14], [-0.22, 0.01, -0.21], [1.97, -0.18, 0.28], [0.13, 0.65, -0.08], [-0.06, 0.67, 0.04], [-0.38, -1.72, -1.26]],
  "lumo_energy_ev": [-3.6, -9.7],
  "charge": 1,
  "s2": 0.757,
  "homo_lumo_gap_ev": [9.6, 3.3],
  "multiplicity": 2
}

***

Entry 3:
{
  "formula": "C3H11NO2S",
  "method": "ωB97M-V/def2-TZVPD",
  "elements": ["S", "O", "O", "N", "C", "C", "C", "H", "H", "H", "H", "H", "H", "H", "H", "H", "H", "H"],
  "coordinates": [[2.19817, -1.21197, 0.74148], [-2.79127, 0.06421, 2.80914], [-0.84693, 1.58011, -2.39757], [-0.13682, 1.36401, 0.03940], [0.27700, 0.22548, -0.73223], [0.53987, -1.14658, -0.17658], [-0.66108, 0.23093, -1.95289], [0.63357, -1.96599, -0.89951], [1.36822, 0.37850, -1.16408], [-0.19654, -1.44647, 0.53774], [-2.85303, 0.58560, 3.61047], [-0.30983, -0.38033, -2.78745], [1.61400, -0.75446, 1.81889], [-3.71773, -0.04584, 2.51571], [0.55634, 1.52189, 0.73220], [-1.63295, -0.24785, -1.75057], [-0.65897, 2.11481, -1.59258], [-0.84513, 1.06995, 0.71735]],
  "atomic_forces_ev_per_a": [[-0.95, -0.19, -0.90], [-0.67, -0.18, -0.47], [0.21, -0.56, 0.32], [-0.21, -0.80, 2.03], [2.58, -0.39, -3.64], [0.84, -0.60, 1.14], [-0.52, 0.17, -0.47], [-0.21, 0.62, -0.26], [-2.17, 0.82, 0.56], [-0.57, -0.36, 0.54], [-0.01, 0.11, 0.19], [0.56, 0.23, 0.03], [0.01, 0.31, 0.96], [0.75, 0.08, 0.22], [1.48, 0.80, 0.36], [-0.08, 0.31, 0.53], [-0.22, -0.31, -0.52], [-0.83, -0.08, -0.62]],
  "lumo_energy_ev": 0.5,
  "homo_lumo_gap_ev": 9.8,
  "smiles": "N[C@H](CO)CS.O"
}

***

Entry 4:
{
  "formula": "C3H11NO2Si",
  "method": "ωB97M-V/def2-TZVPD",
  "elements": ["Si", "O", "O", "N", "C", "C", "C", "H", "H", "H", "H", "H", "H", "H", "H", "H", "H", "H"],
  "coordinates": [[0.36820, -0.29993, 1.29299], [-1.10238, -1.61409, -0.32580], [-0.53933, 0.68536, 2.16008], [1.46302, 0.40080, 0.22875], [0.85768, 0.72058, -1.11948], [-1.24446, 1.76961, 1.53553], [-0.42476, -2.28477, -1.30498], [-0.62427, 2.55089, 1.04610], [0.87176, -1.23096, 2.18454], [0.22337, -3.05593, -0.98362], [-1.81262, 2.34791, 2.29527], [1.17986, -0.09673, -1.74607], [0.09286, -1.48888, -1.88650], [2.47153, 0.37297, 0.27455], [1.38248, 1.66560, -1.46171], [-1.14423, -2.72200, -1.94733], [-0.17335, 1.03670, -0.94971], [-1.84537, 1.24288, 0.70738]],
  "atomic_forces_ev_per_a": [[-0.87, -1.20, -2.67], [0.67, 2.08, 3.64], [-0.52, 1.00, 0.02], [-1.02, 0.14, -0.53], [2.70, 2.18, 1.21], [-0.94, -0.21, -1.23], [0.36, 2.35, -0.58], [0.31, -0.79, 0.28], [0.63, -1.32, 1.07], [1.11, -0.90, 0.48], [-0.04, -0.93, -0.51], [-1.02, 0.15, -0.66], [0.26, -1.22, -0.35], [-0.27, -0.15, -0.01], [-0.59, -0.99, 0.09], [-0.89, -0.67, -0.94], [-0.05, -0.89, -0.67], [0.15, 1.39, 1.34]],
  "lumo_energy_ev": 0.6,
  "homo_lumo_gap_ev": 8.8
}

***

Entry 5:
{
  "formula": "C3H11NO3",
  "method": "ωB97M-V/def2-TZVPD",
  "elements": ["O", "O", "O", "N", "C", "C", "C", "H", "H", "H", "H", "H", "H", "H", "H", "H", "H", "H"],
  "coordinates": [[-0.10904, -0.36776, -2.14018], [-2.19300, -0.14386, 1.54472], [2.97366, -0.99870, 0.05582], [0.91476, 1.15770, -0.03461], [-0.89426, -0.32670, -0.95740], [-0.51725, 0.82400, 0.00823], [-0.86362, 0.44172, 1.41959], [-0.97796, 1.35819, 2.00695], [-0.89208, -1.28153, -0.42017], [1.08480, 1.60464, -0.92152], [1.44283, 0.28813, -0.10828], [-1.92928, -0.20368, -1.28166], [-2.17516, -1.11566, 1.46856], [0.73150, -0.80581, -1.93435], [-0.30026, -0.19868, 2.10360], [-1.04946, 1.74250, -0.22611], [3.36873, -0.73758, 0.88910], [2.33470, -1.69059, 0.34125]],
  "atomic_forces_ev_per_a": [[0.23, -0.32, 0.26], [-0.31, -0.27, -0.49], [-0.82, -1.11, 0.23], [-0.35, -0.37, -0.04], [-0.56, 0.36, -0.17], [1.19, -0.80, -0.20], [-2.19, 0.10, 2.11], [0.24, 0.06, -0.15], [0.37, -0.12, -0.04], [0.12, 0.30, -0.21], [0.12, 0.35, 0.31], [0.07, 0.05, -0.03], [0.25, 0.79, -0.03], [-0.30, 0.30, -0.16], [1.27, -0.03, -1.03], [-0.27, -0.09, -0.14], [0.25, 0.28, 0.17], [0.69, 0.52, -0.38]],
  "lumo_energy_ev": 0.3,
  "homo_lumo_gap_ev": 9.7,
  "smiles": "NC(CO)CO.O"
}

***

Entry 6:
{
  "formula": "C3H11NO3",
  "method": "ωB97M-V/def2-TZVPD",
  "elements": ["O", "O", "O", "N", "C", "C", "C", "H", "H", "H", "H", "H", "H", "H", "H", "H", "H", "H"],
  "coordinates": [[3.55251, 0.98193, 2.35932], [1.48142, -0.04249, -0.21505], [-2.44899, 5.10587, -2.51213], [-0.13536, -0.97173, 1.08460], [0.47571, -0.69419, -0.16009], [-1.19352, -1.97562, 1.23629], [-0.28374, -1.34071, -1.37421], [4.18183, 1.26780, 1.68603], [3.62196, 0.04173, 2.29202], [-0.90825, -3.00110, 1.02496], [-2.07187, 4.54541, -1.81928], [0.60847, -0.96230, 1.76836], [-1.31413, -0.99982, -1.27893], [-0.18016, -2.41336, -1.43947], [-1.94802, 4.82644, -3.28531], [-2.03831, -1.70476, 0.59877], [-1.59893, -1.85770, 2.23188], [0.19939, -0.80540, -2.19776]],
  "atomic_forces_ev_per_a": [[0.33, 0.77, -0.08], [0.38, 0.20, -0.43], [0.32, -0.38, 0.15], [0.80, -0.23, -1.20], [-1.87, -1.93, 0.71], [-0.17, 1.06, -0.10], [1.20, 2.47, 0.68], [-0.19, 0.25, 0.06], [-0.15, -1.00, 0.05], [0.17, -0.18, 0.09], [-0.22, 0.23, 0.01], [-0.37, 0.16, 0.48], [-0.09, -0.37, -0.31], [-0.02, -0.17, 0.09], [-0.10, 0.15, -0.16], [0.20, -0.12, -0.11], [0.12, -0.34, 0.37], [-0.34, -0.56, -0.31]],
  "lumo_energy_ev": 0.6,
  "homo_lumo_gap_ev": 10.3,
  "smiles": "CNC(C)=O.O.O"
}